# 1
Computed, not measured: a cluster of 3 separate species, C5H13NO in total, with the ωB97M-V functional and the def2-TZVPD basis.

CARTESIAN COORDINATES (ANGSTROEM)
1 O 0.800621 1.438502 0.633894
2 N -0.974507 1.481496 -1.142980
3 C -0.345079 -0.919599 0.262841
4 C 2.186016 1.312908 0.487737
5 C -1.539249 -0.929830 1.176329
6 C 0.281254 -2.042570 -0.117949
7 C -0.708184 0.246330 -1.534059
8 H 1.137276 -2.011655 -0.785678
9 H -1.498499 -0.371824 -1.941477
10 H -1.927509 1.691504 -0.878568
11 H -0.021527 -3.032036 0.219755
12 H 2.520859 0.262798 0.569658
13 H 2.716436 1.871710 1.272009
14 H 2.555244 1.690844 -0.481864
15 H 0.297143 0.052630 -1.879317
16 H -1.263590 -0.518894 2.150954
17 H -2.337193 -0.284579 0.792771
18 H -0.189613 1.842174 -0.494294
19 H -1.954098 -1.930755 1.323670
20 H 0.264198 0.150846 0.366568

Forces on the atoms, in the same order (eV/Å):
0.062 -0.057 -0.167
0.016 -0.413 0.068
0.109 -0.291 0.034
-0.089 0.031 0.038
0.003 -0.053 0.018
-0.195 0.242 0.034
0.017 0.465 0.094
0.012 0.025 0.034
-0.003 -0.016 0.093
0.045 -0.044 -0.066
-0.046 0.032 -0.031
-0.045 0.044 -0.008
-0.030 -0.040 -0.064
-0.044 -0.018 0.066
0.030 -0.029 0.093
-0.008 -0.016 -0.049
0.023 -0.024 0.005
0.106 -0.042 0.011
0.028 0.037 -0.017
0.007 0.165 -0.187

HOMO (alpha / beta) = -8.055 / -8.055 eV
energy above the lowest of the compared OMol25 structures with the same formula, charge and spin = 457.9 kJ/mol
M = 103.165 Da
orbital gap (alpha / beta) = 7.9 / 7.9 eV
total energy = -328.1444 a.u.

---

# 2
Computed, not measured: a cluster of 2 separate species, C5H13NO in total at a distorted geometry, with the ωB97M-V functional and the def2-TZVPD basis.

CARTESIAN COORDINATES (ANGSTROEM)
1 O 0.732016 -3.180875 0.005955
2 N -1.918964 -0.212600 -1.486653
3 C 0.755447 1.082166 0.268837
4 C -1.486509 -0.273517 -0.114545
5 C 0.074198 -0.259767 0.141655
6 C 1.218204 1.302306 1.677992
7 C -1.365987 0.489876 -2.312069
8 H 0.574895 -0.762037 -0.761464
9 H -0.652209 1.305979 -2.142196
10 H 1.106250 0.352059 2.314261
11 H 0.196970 -1.107519 0.995578
12 H 1.164472 -3.007288 0.846730
13 H -2.022434 0.330684 0.540240
14 H 0.140309 1.932676 -0.187649
15 H -1.924712 -1.160084 0.373602
16 H 0.796794 -2.267151 -0.433189
17 H 1.721593 1.060427 -0.319941
18 H 0.531137 1.987366 2.072335
19 H 2.200559 1.716640 1.732063
20 H -1.842028 0.670659 -3.211541

Forces on the atoms, in the same order (eV/Å):
0.287 1.789 -0.973
-1.703 -1.992 2.429
1.426 0.176 -1.307
1.814 -2.278 0.072
-1.090 -2.922 -0.665
-0.759 -1.297 1.157
1.234 3.325 -0.485
-1.040 0.704 0.863
0.755 -0.560 0.472
0.548 1.403 -0.972
0.149 2.739 -1.468
0.085 -0.248 0.137
-0.705 2.584 0.617
0.740 -1.167 0.942
0.621 -0.695 -0.901
-0.221 -2.364 0.835
-1.210 -0.055 0.072
-0.756 1.178 1.297
0.651 0.155 0.237
-0.829 -0.478 -2.360

HOMO = -9.320 eV
energy above the lowest of the compared OMol25 structures with the same formula, charge and spin = 327.1 kJ/mol
M = 103.165 Da
orbital gap = 10.2 eV
total energy = -328.1943 a.u.

---

# 3
Computed, not measured: a cluster of 2 separate species, C5H13NO in total at a distorted geometry, with the ωB97M-V functional and the def2-TZVPD basis.

CARTESIAN COORDINATES (ANGSTROEM)
1 O 2.215521 -1.464574 -0.083945
2 N 1.303661 1.155285 1.508206
3 C -2.250220 -1.055573 0.014883
4 C 2.059351 1.817667 0.598210
5 C -1.343815 -0.342882 -1.033901
6 C 0.284557 0.325038 0.966288
7 C -0.418602 0.692721 -0.325520
8 H 0.273640 1.154682 -1.073849
9 H -1.119993 1.520240 -0.171788
10 H 2.804035 2.507337 1.052920
11 H -2.871873 -0.275503 0.571929
12 H 1.500619 -0.832249 -0.290711
13 H -0.788297 -1.274434 -1.512056
14 H -1.794319 -1.816515 0.798654
15 H -1.995764 0.030768 -1.848439
16 H -0.490288 -0.026375 1.696218
17 H 2.013529 1.765807 -0.518722
18 H 2.809086 -1.552117 -0.757498
19 H -2.874779 -1.648363 -0.576549
20 H 0.683956 -0.680963 0.985661

Forces on the atoms, in the same order (eV/Å):
-2.552 0.277 2.722
2.587 3.231 -3.646
0.484 0.784 1.886
-1.755 -1.401 3.490
1.464 -3.115 0.867
-1.821 -2.231 0.684
-0.508 1.018 -2.307
-0.354 -0.691 0.462
0.198 0.182 0.576
-0.412 -0.683 -0.520
0.701 -1.150 -0.551
1.054 -0.613 -0.486
-0.498 2.075 0.691
-0.373 1.891 -1.645
0.577 0.344 0.642
0.244 1.582 0.091
-0.196 -0.055 1.089
2.232 -0.146 -2.964
-1.480 -1.000 -0.600
0.408 -0.298 -0.481

HOMO = -9.666 eV
energy above the lowest of the compared OMol25 structures with the same formula, charge and spin = 311.8 kJ/mol
M = 103.165 Da
orbital gap = 10.4 eV
total energy = -328.2001 a.u.

---

# 4
Computed, not measured: a cluster of 2 separate species, C5H13NO in total at a distorted geometry, with the ωB97M-V functional and the def2-TZVPD basis.

CARTESIAN COORDINATES (ANGSTROEM)
1 O 1.695500 1.730628 -0.511054
2 N 1.950873 0.715890 -2.433287
3 C 2.402395 -0.632233 -0.477025
4 C -2.258057 -1.160608 1.073351
5 C -3.615824 -0.396718 0.779999
6 C -1.532259 -0.525913 2.348229
7 C 1.980747 0.669545 -0.975086
8 H -2.635657 -2.173023 1.122748
9 H 2.198820 -0.142638 -2.891118
10 H -4.281815 -0.976995 0.147801
11 H -1.533339 -1.022856 0.153699
12 H 1.882708 -1.321595 -1.096711
13 H 2.129426 -0.851454 0.547874
14 H -3.499236 0.607279 0.387978
15 H -1.154057 0.618190 2.175101
16 H -4.121431 -0.281098 1.734768
17 H 1.278794 1.313815 -2.917856
18 H -0.587185 -1.080544 2.689304
19 H -2.212881 -0.343661 3.191946
20 H 3.453736 -0.926104 -0.620887

Forces on the atoms, in the same order (eV/Å):
-0.376 0.268 2.672
0.243 -1.164 1.105
0.631 -1.376 1.041
0.502 2.651 -1.134
0.997 -0.243 0.665
1.276 1.510 -0.661
-0.050 2.349 -4.960
0.899 -0.536 0.559
-0.265 -0.041 -0.413
0.099 -0.005 -0.258
-1.431 -0.580 1.720
-0.608 -0.911 -0.341
-0.003 0.334 0.219
0.192 0.090 -0.237
-0.838 -2.766 -0.243
-0.202 -0.023 0.185
0.553 -0.233 0.644
-1.546 0.604 -0.470
0.079 -0.698 -0.142
-0.151 0.771 0.049

HOMO = -9.927 eV
energy above the lowest of the compared OMol25 structures with the same formula, charge and spin = 135.7 kJ/mol
M = 103.165 Da
orbital gap = 10.7 eV
total energy = -328.2671 a.u.

---

# 5
Computed, not measured: the ion C5H13NO with charge +1 at a distorted geometry, with the ωB97M-V functional and the def2-TZVPD basis.

CARTESIAN COORDINATES (ANGSTROEM)
1 O 1.118990 0.297461 1.688789
2 N 0.345817 0.077770 -0.986712
3 C -0.570045 0.557371 0.031876
4 C 0.546658 -2.264374 -1.491052
5 C 0.235755 1.296251 1.131567
6 C -0.657463 1.687383 2.289460
7 C -0.106685 -0.918912 -1.946545
8 H -0.168881 1.382095 3.207819
9 H 1.331438 -2.110758 -0.755521
10 H -0.240294 -2.846589 -1.013906
11 H 0.860480 2.063172 0.668698
12 H -0.894592 2.745075 2.324403
13 H -1.554125 1.065792 2.355256
14 H 0.103739 -0.586560 -2.959543
15 H 0.925414 -2.874196 -2.303804
16 H -1.302465 1.178352 -0.503848
17 H 0.857294 0.836163 -1.441666
18 H 1.415768 -0.277880 1.042525
19 H -1.061491 -0.299276 0.495712
20 H -1.185311 -1.008338 -1.833508

Forces on the atoms, in the same order (eV/Å):
-1.213 2.030 1.756
-1.989 1.217 -1.825
1.080 -0.213 0.844
-0.606 -0.373 0.005
0.096 -1.652 0.127
-0.116 0.046 0.268
0.328 -0.523 0.796
0.505 0.423 0.105
0.171 0.017 -0.114
0.124 -0.041 0.134
-0.289 0.435 0.218
-0.169 0.011 -0.022
-0.207 0.262 -0.514
0.435 -0.115 0.042
0.130 0.277 -0.241
-0.006 0.122 0.071
0.764 -0.148 0.459
1.196 -1.792 -1.950
-0.181 -0.008 -0.169
-0.054 0.025 0.011

⟨S²⟩ = 0.754
HOMO (alpha / beta) = -14.922 / -14.868 eV
spin multiplicity = 2
energy above the lowest of the compared OMol25 structures with the same formula, charge and spin = 156.8 kJ/mol
M = 103.165 Da
net charge = +1
orbital gap (alpha / beta) = 11.7 / 6.7 eV
total energy = -327.9556 a.u.

---

# 6
Computed, not measured: the ion C5H13NO with charge +1 at a distorted geometry, with the ωB97M-V functional and the def2-TZVPD basis.

CARTESIAN COORDINATES (ANGSTROEM)
1 O -2.827306 1.718238 0.914031
2 N 2.308441 -1.092090 -1.295106
3 C 0.474176 0.352692 0.767151
4 C -0.539522 1.288184 0.106429
5 C -2.013514 0.815658 0.154956
6 C 0.956797 -1.333566 -1.111411
7 C 0.464290 -1.131556 0.339599
8 H 2.939134 -1.582802 -0.655881
9 H 0.283281 0.334988 1.844241
10 H -0.505010 -1.566890 0.551964
11 H 2.610568 -0.115199 -1.341389
12 H -0.512456 2.238464 0.630874
13 H -2.214317 -0.163510 0.578955
14 H 0.371750 -0.859896 -1.898817
15 H 0.699107 -2.383456 -1.307219
16 H 1.148105 -1.591416 1.057838
17 H 1.462310 0.804872 0.677216
18 H -2.435044 1.881322 1.776923
19 H -0.268293 1.433894 -0.937165
20 H -2.402506 0.952068 -0.853195

Forces on the atoms, in the same order (eV/Å):
0.130 0.084 -0.169
0.517 0.808 2.143
-0.433 0.193 0.061
-0.294 -1.090 0.178
-0.310 1.616 0.356
-1.555 -1.361 -2.027
0.760 1.626 1.928
0.095 -0.490 -0.473
-0.072 -0.091 0.052
-0.184 -0.312 -0.745
-0.038 -0.081 -0.921
0.172 0.258 -0.234
0.397 -0.526 -0.389
-0.018 0.853 0.439
0.601 -0.369 0.235
0.114 -0.479 -0.381
0.237 -0.168 -0.077
-0.014 -0.104 0.074
0.121 0.300 -0.087
-0.227 -0.665 0.038

⟨S²⟩ = 0.755
HOMO (alpha / beta) = -13.402 / -13.392 eV
spin multiplicity = 2
energy above the lowest of the compared OMol25 structures with the same formula, charge and spin = 203.1 kJ/mol
M = 103.165 Da
net charge = +1
orbital gap (alpha / beta) = 9.9 / 4.4 eV
total energy = -327.9379 a.u.